{"formula": "C5H10NP", "method": "the ωB97M-V functional and the def2-TZVPD basis", "species": ["C", "C", "N", "C", "H", "H", "H", "H", "H", "H", "H", "C", "C", "P", "H", "H", "H"], "positions_angstrom": [[-2.110, 2.137, -0.180], [-1.976, 0.694, -0.468], [-1.383, 0.346, -1.489], [-1.181, -0.994, -1.916], [-1.321, 2.514, 0.467], [-3.024, 2.349, 0.245], [-1.961, 2.668, -1.014], [-2.567, 0.020, 0.096], [-1.595, -0.996, -2.962], [-1.707, -1.796, -1.341], [-0.093, -1.197, -1.921], [4.015, 0.665, 0.802], [2.562, 0.596, 0.638], [1.020, 0.650, 0.378], [4.277, 0.653, 1.846], [4.598, -0.211, 0.542], [4.573, 1.392, 0.200]], "nbo_charge": [-0.657, 0.135, -0.415, -0.441, 0.223, 0.210, 0.227, 0.139, 0.210, 0.166, 0.213, -0.740, -0.500, 0.498, 0.243, 0.243, 0.246], "e_above_lowest_kcal_mol": 47.2, "lumo_ev": 0.84, "energy_ha": -592.504306, "spin_multiplicity": 1, "orbital_gap_ev": 9.9986, "homo_ev": -9.160}


{"formula": "C3H5NO", "method": "the ωB97M-V functional and the def2-TZVPD basis", "species": ["N", "C", "C", "C", "O", "H", "H", "H", "H", "H"], "positions_angstrom": [[-2.651, -0.928, -0.150], [-1.709, -0.218, -0.065], [-0.464, 0.593, 0.181], [0.821, 0.032, -0.377], [1.062, -1.306, 0.024], [-0.528, 1.617, -0.288], [-0.441, 0.772, 1.291], [0.839, 0.022, -1.457], [1.677, 0.700, -0.061], [1.394, -1.284, 0.902]], "nbo_charge": [-0.317, 0.282, -0.533, -0.059, -0.702, 0.253, 0.247, 0.194, 0.171, 0.464], "e_above_lowest_kcal_mol": 19.6, "lumo_ev": 0.55, "energy_ha": -247.276053, "spin_multiplicity": 1, "orbital_gap_ev": 11.6366, "homo_ev": -11.083}


{"formula": "C7H2F4N2O4S3", "method": "the ωB97M-V functional and the def2-TZVPD basis", "species": ["O", "S", "O", "F", "C", "C", "C", "S", "O", "O", "C", "F", "F", "F", "C", "C", "N", "S", "N", "C", "H", "H"], "positions_angstrom": [[2.919, -2.808, 0.193], [3.020, -1.602, -0.696], [4.395, -0.993, -0.468], [2.884, -2.117, -2.294], [1.680, -0.419, -0.210], [0.209, -0.860, 0.126], [-0.911, 0.172, 0.549], [-2.665, -0.263, 0.936], [-3.454, 1.042, 1.001], [-2.870, -0.951, 2.256], [-3.332, -1.192, -0.541], [-2.715, -0.603, -1.701], [-4.728, -0.866, -0.622], [-3.154, -2.590, -0.473], [-0.535, 1.684, 0.680], [0.933, 2.096, 0.337], [1.329, 3.489, 0.439], [2.990, 3.434, -0.025], [3.318, 1.787, -0.392], [2.073, 1.110, -0.123], [-0.031, -1.983, 0.043], [-1.354, 2.432, 0.986]], "nbo_charge": [-0.849, 2.211, -0.818, -0.459, -0.320, -0.099, -0.349, 1.936, -0.869, -0.828, 0.760, -0.314, -0.293, -0.291, -0.062, 0.065, -0.509, 0.899, -0.516, 0.130, 0.277, 0.298], "lumo_ev": -3.02, "energy_ha": -2272.135518, "spin_multiplicity": 1, "orbital_gap_ev": 7.4562, "homo_ev": -10.475}


{"formula": "C3H4NP", "method": "the ωB97M-V functional and the def2-TZVPD basis", "species": ["C", "C", "C", "N", "P", "H", "H", "H", "H"], "positions_angstrom": [[0.997, 0.690, -0.360], [0.928, -0.612, 0.128], [-1.253, 0.621, -0.187], [-0.211, 1.353, -0.452], [-0.786, -1.089, -0.006], [1.956, 1.285, -0.377], [1.925, -1.916, 0.300], [-2.327, 1.098, -0.240], [-1.228, -1.430, 1.195]], "nbo_charge": [-0.104, -0.499, -0.233, -0.426, 0.583, 0.223, 0.234, 0.226, -0.004], "e_above_lowest_kcal_mol": 69.4, "lumo_ev": 0.17, "energy_ha": -512.665248, "spin_multiplicity": 1, "orbital_gap_ev": 9.4423, "homo_ev": -9.275}


{"formula": "C2H6N2Si", "method": "the ωB97M-V functional and the def2-TZVPD basis", "species": ["C", "C", "N", "N", "Si", "H", "H", "H", "H", "H", "H"], "positions_angstrom": [[-0.029, 1.165, -1.092], [1.267, 1.150, -1.526], [-1.522, -0.485, 1.258], [0.940, -1.315, 0.456], [-0.251, -0.127, 0.178], [-0.870, 1.807, -1.385], [1.461, 1.918, -2.299], [-1.555, -1.314, 1.831], [-2.375, 0.045, 1.302], [1.767, -1.231, -0.114], [1.168, -1.613, 1.391]], "nbo_charge": [-0.952, -0.420, -1.308, -1.302, 1.987, 0.195, 0.137, 0.414, 0.412, 0.435, 0.402], "e_above_lowest_kcal_mol": 26.8, "lumo_ev": 0.21, "energy_ha": -478.742577, "spin_multiplicity": 1, "orbital_gap_ev": 7.2101, "homo_ev": -6.995}


{"formula": "C26H21N7O8S2SnTe", "method": "the ωB97M-V functional and the def2-TZVPD basis", "species": ["Sn", "N", "C", "N", "C", "N", "C", "C", "N", "C", "C", "N", "H", "H", "H", "H", "H", "C", "C", "C", "C", "C", "C", "C", "S", "O", "O", "N", "C", "C", "O", "O", "H", "H", "H", "H", "H", "H", "H", "H", "H", "O", "C", "O", "C", "C", "C", "C", "C", "C", "N", "O", "O", "H", "H", "H", "H", "Te", "C", "C", "C", "C", "S", "H", "H", "H"], "positions_angstrom": [[0.326, 0.046, -0.343], [-1.476, 2.555, 3.127], [-1.258, 2.386, 1.808], [-1.432, 1.129, 1.504], [-1.739, 0.530, 2.680], [-1.780, 1.376, 3.694], [-1.955, -0.896, 2.781], [-1.949, -1.559, 4.011], [-2.078, -2.870, 4.092], [-2.184, -3.531, 2.945], [-2.206, -2.873, 1.722], [-2.122, -1.559, 1.643], [-1.398, 3.391, 3.687], [-1.008, 3.149, 1.089], [-1.833, -1.016, 4.938], [-2.255, -4.609, 3.027], [-2.293, -3.397, 0.778], [3.843, -6.366, -0.523], [3.449, -5.027, 0.031], [2.278, -4.413, -0.390], [1.861, -3.237, 0.200], [2.626, -2.630, 1.170], [3.821, -3.199, 1.565], [4.224, -4.400, 1.001], [1.924, -1.209, 2.016], [0.481, -1.429, 1.940], [2.479, -1.263, 3.357], [2.176, 0.178, 1.314], [3.507, 0.321, 0.848], [3.648, -0.192, -0.622], [4.766, -0.171, -1.124], [2.584, -0.598, -1.156], [2.961, -6.916, -0.842], [4.368, -6.949, 0.230], [4.502, -6.250, -1.382], [1.674, -4.857, -1.169], [0.912, -2.799, -0.060], [4.404, -2.719, 2.338], [5.140, -4.874, 1.338], [4.205, -0.259, 1.464], [3.809, 1.374, 0.874], [-0.866, 3.948, -0.694], [-1.070, 3.126, -1.593], [-0.730, 1.914, -1.606], [-1.800, 3.626, -2.831], [-2.534, 2.765, -3.644], [-3.163, 3.248, -4.772], [-3.058, 4.601, -5.104], [-2.322, 5.468, -4.294], [-1.713, 4.977, -3.162], [-3.691, 5.110, -6.261], [-3.537, 6.305, -6.543], [-4.375, 4.348, -6.949], [-2.596, 1.719, -3.382], [-3.735, 2.605, -5.423], [-2.242, 6.508, -4.576], [-1.148, 5.629, -2.512], [-0.908, -1.804, -1.941], [-1.845, -3.291, -3.285], [-3.090, -3.836, -3.170], [-3.442, -4.749, -4.185], [-2.447, -4.921, -5.090], [-1.072, -3.950, -4.694], [-3.731, -3.563, -2.352], [-4.399, -5.240, -4.243], [-2.429, -5.546, -5.961]], "nbo_charge": [1.464, -0.353, 0.184, -0.490, 0.286, -0.290, 0.133, 0.026, -0.399, -0.021, 0.012, -0.333, 0.406, 0.273, 0.198, 0.183, 0.215, -0.623, -0.030, -0.166, -0.167, -0.334, -0.165, -0.239, 2.315, -1.034, -0.993, -1.046, -0.369, 0.768, -0.728, -0.825, 0.211, 0.201, 0.213, 0.206, 0.253, 0.226, 0.193, 0.195, 0.200, -0.738, 0.766, -0.773, -0.066, -0.181, -0.197, 0.048, -0.209, -0.190, 0.506, -0.416, -0.403, 0.259, 0.238, 0.232, 0.236, -0.390, -0.405, -0.355, -0.270, -0.465, 0.398, 0.215, 0.200, 0.210], "e_above_lowest_kcal_mol": 73.6, "charge": -2, "lumo_ev": 2.99, "energy_ha": -3267.309261, "spin_multiplicity": 1, "orbital_gap_ev": 4.9734, "homo_ev": -1.983}


{"formula": "C14H26Br12Cl6", "method": "the ωB97M-V functional and the def2-TZVPD basis", "species": ["Cl", "C", "Cl", "Cl", "H", "Cl", "C", "Cl", "Cl", "H", "Br", "C", "C", "Br", "H", "H", "H", "H", "Br", "C", "C", "Br", "H", "H", "H", "H", "Br", "C", "C", "Br", "H", "H", "H", "H", "Br", "C", "C", "Br", "H", "H", "H", "H", "Br", "C", "C", "Br", "H", "H", "H", "H", "Br", "C", "C", "Br", "H", "H", "H", "H"], "positions_angstrom": [[-0.432, 1.412, -0.870], [-0.704, -0.260, -0.404], [-2.152, -0.440, 0.603], [0.729, -0.921, 0.399], [-0.888, -0.778, -1.337], [0.772, 2.440, 4.132], [0.542, 0.822, 3.473], [-1.107, 0.217, 3.810], [1.752, -0.271, 4.209], [0.697, 0.869, 2.404], [3.323, -0.506, -2.836], [1.491, -0.841, -3.391], [1.464, -1.171, -4.862], [-0.401, -1.406, -5.399], [0.957, 0.085, -3.187], [0.994, -1.604, -2.793], [2.005, -2.044, -5.202], [1.756, -0.279, -5.409], [2.594, 5.502, -0.594], [2.511, 3.973, 0.664], [3.842, 3.905, 1.363], [3.850, 2.235, 2.391], [2.313, 3.143, 0.001], [1.665, 4.123, 1.329], [3.921, 4.669, 2.124], [4.657, 3.801, 0.659], [5.454, -0.518, 3.356], [4.880, -1.990, 2.226], [4.256, -1.492, 0.937], [3.550, -3.033, -0.083], [4.115, -2.486, 2.821], [5.635, -2.752, 2.046], [4.888, -0.860, 0.320], [3.417, -0.864, 1.239], [-1.548, 4.622, 1.939], [-2.619, 3.399, 3.041], [-3.690, 2.671, 2.253], [-4.662, 1.377, 3.360], [-3.086, 3.973, 3.838], [-1.941, 2.708, 3.529], [-3.327, 2.109, 1.397], [-4.360, 3.413, 1.818], [-4.456, 0.269, -6.473], [-3.880, 0.109, -4.657], [-3.801, -1.357, -4.255], [-2.894, -1.545, -2.522], [-4.599, 0.585, -3.996], [-2.920, 0.614, -4.617], [-3.292, -1.993, -4.971], [-4.830, -1.685, -4.127], [-0.083, -4.592, 0.179], [-1.355, -3.966, 1.553], [-2.762, -3.977, 1.013], [-4.052, -3.630, 2.486], [-0.998, -2.994, 1.872], [-1.301, -4.687, 2.367], [-3.075, -4.916, 0.573], [-2.811, -3.189, 0.262]], "nbo_charge": [0.018, -0.297, 0.021, 0.016, 0.238, 0.022, -0.272, 0.011, 0.006, 0.232, 0.006, -0.462, -0.426, -0.034, 0.227, 0.227, 0.236, 0.227, -0.044, -0.423, -0.441, -0.029, 0.226, 0.235, 0.232, 0.233, 0.014, -0.458, -0.433, -0.013, 0.224, 0.229, 0.230, 0.220, -0.017, -0.447, -0.447, -0.003, 0.225, 0.233, 0.228, 0.224, 0.019, -0.471, -0.424, -0.032, 0.227, 0.233, 0.231, 0.227, -0.027, -0.434, -0.429, -0.024, 0.233, 0.226, 0.231, 0.224], "e_above_lowest_kcal_mol": 13.2, "lumo_ev": 0.19, "energy_ha": -34198.369145, "spin_multiplicity": 1, "orbital_gap_ev": 10.1209, "homo_ev": -9.931}